Entry 1:
The following is a DFT calculation (ωB97M-V/def2-TZVPD) of the molecule C2H6N4S.

Geometry as ORCA input:
```
! RIJCOSX wB97M-V def2-TZVPD def2/J DEFGRID3
* xyz 0 1
H -0.722 2.500 -0.083
N -0.034 1.867 0.036
C -0.620 0.715 -0.099
N -2.033 0.466 -0.221
N -2.557 -0.931 0.189
S 0.407 -0.803 -0.061
N 2.041 -0.777 -0.082
C 2.738 0.289 0.167
H -2.725 1.032 0.399
H -1.836 -1.173 0.967
H -1.988 -1.512 -0.505
H 3.897 0.321 -0.144
H 2.241 1.276 0.478
*
```

Values from the calculation:
SMILES string	[H]/N=C(\NN)SN=C
E_LUMO	0.412	eV
E_HOMO	-9.047	eV
total energy	-18963.0052	eV
orbital gap	9.46	eV

---

Entry 2:
The following is a DFT calculation (ωB97M-V/def2-TZVPD) of a 2-piece molecular cluster, C7H18N3 overall.

Geometry as ORCA input:
```
! RIJCOSX wB97M-V def2-TZVPD def2/J DEFGRID3
* xyz 1 1
C 1.808 -0.276 1.313
C -2.006 -2.434 -0.199
C -1.418 2.242 -0.526
C 3.620 0.346 -0.154
C 1.424 0.028 -1.070
C -2.471 -1.104 -0.248
C -2.241 1.224 0.306
N 0.582 -0.566 1.560
N -1.724 -0.184 0.221
N 2.304 -0.058 0.094
H 2.559 -0.238 2.135
H -1.790 -2.823 0.810
H -1.023 -2.661 -0.642
H -1.851 2.278 -1.563
H -1.374 3.166 -0.158
H -0.402 2.009 -0.489
H 3.970 -0.255 -0.933
H 4.256 0.245 0.654
H 3.614 1.378 -0.417
H 0.325 -0.057 -0.819
H 1.650 -0.672 -1.829
H 1.410 0.902 -1.788
H -2.648 -3.064 -0.677
H -3.499 -0.992 -0.481
H -1.858 1.538 1.305
H -3.360 1.263 0.313
H 0.310 -0.824 2.503
H -0.166 -0.412 0.782
*
```

Values from the calculation:
E_LUMO	-2.596	eV
E_HOMO	-13.733	eV
total energy	-12013.4162	eV
orbital gap	11.14	eV

---

Entry 3:
The following is a DFT calculation (ωB97M-V/def2-TZVPD) of the molecule C12H16N4O4.

Geometry as ORCA input:
```
! RIJCOSX wB97M-V def2-TZVPD def2/J DEFGRID3
* xyz 0 1
C -4.188 -0.638 -5.312
O -3.344 0.101 -4.424
C -2.803 -0.619 -3.375
N -2.801 -1.951 -3.296
C -2.217 -2.515 -2.218
N -1.598 -1.850 -1.260
C -1.545 -0.520 -1.398
C -1.036 0.554 -0.519
C -0.431 0.461 0.828
N 0.843 1.172 0.859
C 1.683 0.632 1.940
C 3.085 0.256 1.363
O 2.924 -0.507 0.173
C 0.881 -0.590 2.497
O 1.655 -1.743 2.763
C -0.119 -0.933 1.379
O 0.518 -1.828 0.362
C -1.362 1.770 -1.063
N -2.033 1.501 -2.264
C -2.179 0.123 -2.427
H -3.613 -1.414 -5.815
H -5.004 -1.153 -4.763
H -4.614 0.005 -6.045
H -2.253 -3.572 -2.074
H -1.151 0.936 1.540
H 1.310 1.120 -0.041
H 1.836 1.347 2.743
H 3.650 1.162 1.070
H 3.663 -0.244 2.077
H 2.138 -1.068 0.235
H 0.377 -0.282 3.424
H 1.877 -2.102 1.869
H -0.989 -1.469 1.741
H -0.138 -1.968 -0.385
H -1.182 2.756 -0.642
H -2.455 2.184 -2.895
*
```

Values from the calculation:
SMILES string	COc1ncnc2c([C@@H]3N[C@H](CO)[C@H](O)[C@@H]3O)c[nH]c12
E_LUMO	0.366	eV
E_HOMO	-8.663	eV
total energy	-26853.3035	eV
orbital gap	9.03	eV

---

Entry 4:
The following is a DFT calculation (ωB97M-V/def2-TZVPD) of a 2-piece molecular cluster, C7H12NOS overall.

Geometry as ORCA input:
```
! RIJCOSX wB97M-V def2-TZVPD def2/J DEFGRID3
* xyz 1 1
C 3.183 -1.177 0.472
C 2.720 0.222 0.454
C 2.775 -1.804 -0.609
C 2.137 0.631 -0.669
C -2.545 1.409 0.026
C -1.229 1.380 0.770
C -1.868 0.109 0.377
N -1.382 -0.758 -0.794
O -2.374 -0.693 1.308
S 2.008 -0.715 -1.785
H 3.587 -1.551 1.415
H 2.945 1.033 1.179
H 3.138 -2.722 -1.077
H -3.439 1.605 0.629
H -2.569 1.841 -0.941
H 1.776 1.508 -1.091
H -1.068 1.517 1.815
H -0.295 1.670 0.243
H -0.395 -0.875 -0.888
H -1.978 -0.397 -1.589
H -1.790 -1.655 -0.579
H -3.337 -0.577 1.333
*
```

Values from the calculation:
E_LUMO	-3.293	eV
E_HOMO	-12.632	eV
total energy	-21817.6955	eV
orbital gap	9.34	eV

---

Entry 5:
The following is a DFT calculation (ωB97M-V/def2-TZVPD) of C28H77AgFeN10O16 as an isolated structure.

Geometry as ORCA input:
```
! RIJCOSX wB97M-V def2-TZVPD def2/J DEFGRID3
* xyz 1 6
Ag -2.327 -1.526 2.697
Fe -2.282 -0.832 -2.644
N -0.265 -0.598 -0.133
O 0.972 -0.473 -0.275
O -1.046 -0.246 -1.177
O -0.833 -1.022 0.874
N -3.405 -3.016 -0.417
O -2.899 -2.325 -1.441
O -3.179 -2.674 0.727
O -4.018 -4.012 -0.701
N -2.669 1.608 1.384
O -3.313 2.007 0.344
O -2.989 0.538 1.930
O -1.711 2.276 1.838
C -0.164 -4.657 4.988
C -0.793 -3.382 4.433
C 0.233 -2.266 4.370
O -0.371 -1.088 3.835
C 0.602 -0.070 3.661
N -1.372 -3.657 3.079
H 0.381 -4.561 5.932
H 0.532 -5.076 4.257
H -0.908 -5.448 5.130
H -1.565 -3.007 5.115
H 1.073 -2.568 3.722
H 0.611 -2.017 5.368
H 1.145 0.227 4.558
H 0.104 0.826 3.289
H 1.288 -0.350 2.845
H -2.071 -4.385 3.216
H -0.605 -4.088 2.498
C 2.009 -3.492 0.639
C 1.937 -4.951 1.061
C 2.857 -5.306 2.180
O 2.663 -6.655 2.499
C 3.010 -6.935 3.803
N 0.490 -5.309 1.411
H 1.734 -2.773 1.410
H 1.419 -3.373 -0.267
H 3.053 -3.230 0.415
H 2.160 -5.591 0.194
H 2.621 -4.686 3.063
H 3.899 -5.064 1.933
H 2.451 -6.419 4.593
H 4.064 -6.633 3.978
H 3.038 -8.000 4.020
H 0.081 -5.730 0.572
H 0.547 -6.177 1.977
C -4.140 2.990 -3.279
C -3.442 1.665 -3.533
C -1.995 1.799 -3.951
O -1.308 0.530 -3.815
C 0.118 0.670 -4.063
N -3.496 0.835 -2.283
H -3.714 3.530 -2.437
H -5.196 2.781 -3.102
H -4.108 3.636 -4.159
H -3.958 1.188 -4.375
H -1.524 2.593 -3.356
H -1.878 2.150 -4.983
H 0.535 1.513 -3.512
H 0.294 0.832 -5.132
H 0.652 -0.222 -3.750
H -4.484 0.826 -1.988
H -3.106 1.351 -1.441
C 3.615 1.611 -2.360
C 4.018 0.144 -2.418
C 4.642 -0.320 -1.122
O 5.118 -1.621 -1.298
C 5.744 -2.097 -0.160
N 2.753 -0.614 -2.692
H 3.327 2.007 -3.330
H 4.452 2.186 -1.944
H 2.757 1.787 -1.703
H 4.641 -0.025 -3.295
H 3.893 -0.282 -0.315
H 5.465 0.358 -0.839
H 5.232 -1.804 0.769
H 6.805 -1.826 -0.088
H 5.738 -3.194 -0.136
H 2.141 -0.685 -1.870
H 3.013 -1.608 -2.802
C -3.011 6.131 0.951
C -1.657 5.723 0.464
C -1.735 5.006 -0.898
O -0.491 4.516 -1.379
C -0.128 3.239 -1.021
N -0.791 6.935 0.278
H -2.959 6.750 1.847
H -3.677 5.282 1.123
H -3.532 6.746 0.203
H -1.119 5.005 1.082
H -2.171 5.685 -1.643
H -2.423 4.138 -0.849
H 0.795 2.979 -1.524
H -0.942 2.552 -1.311
H -0.066 3.097 0.060
H -0.045 6.589 -0.351
H -1.240 7.572 -0.396
C -0.092 4.501 5.116
C 0.622 5.344 4.031
C 1.115 4.435 2.923
O 2.148 3.601 3.395
C 2.780 2.934 2.347
N -0.300 6.362 3.526
H -0.785 3.848 4.585
H -0.565 5.159 5.845
H 0.658 3.947 5.677
H 1.478 5.866 4.474
H 1.449 5.022 2.040
H 0.293 3.825 2.499
H 3.492 2.218 2.752
H 3.314 3.664 1.726
H 2.044 2.387 1.738
H -1.203 5.881 3.431
H -0.102 6.668 2.569
C -2.179 -1.260 -6.282
C -2.594 -2.305 -5.257
C -1.467 -3.052 -4.528
O -0.986 -2.289 -3.411
C 0.061 -3.007 -2.712
N -3.482 -1.678 -4.189
H -2.980 -1.161 -7.021
H -1.316 -1.644 -6.833
H -1.942 -0.268 -5.927
H -3.176 -3.088 -5.747
H -0.719 -3.287 -5.281
H -1.967 -3.940 -4.122
H 0.724 -3.533 -3.392
H -0.393 -3.668 -1.976
H 0.650 -2.234 -2.216
H -3.937 -2.514 -3.784
H -4.245 -1.177 -4.650
*
```

Values from the calculation:
E_LUMO (spin up / spin down)	-1.748 / -7.850	eV
expectation value of S²	8.76
E_HOMO (spin up / spin down)	-10.061 / -9.437	eV
total energy	-116311.9039	eV
orbital gap (spin up / spin down)	8.31 / 1.59	eV

---

Entry 6:
The following is a DFT calculation (ωB97M-V/def2-TZVPD) of a 2-piece molecular cluster, C3H4INO overall.

Geometry as ORCA input:
```
! RIJCOSX wB97M-V def2-TZVPD def2/J DEFGRID3
* xyz 0 1
C 0.764 -0.004 0.529
C 1.536 -0.492 -0.474
O 0.718 -0.876 -1.476
C -0.509 -0.604 -1.046
N -0.544 -0.078 0.138
H 1.036 0.401 1.482
H 2.592 -0.603 -0.602
H -1.353 -0.821 -1.669
I -2.523 2.066 2.003
H -1.717 1.013 1.114
*
```

Values from the calculation:
SMILES string	c1cocn1.I
E_LUMO	0.819	eV
E_HOMO	-9.359	eV
total energy	-14813.3240	eV
orbital gap	10.18	eV